(1)
{
  "formula": "C26H26BrN8O8P2S2W",
  "method": "ωB97M-V with the def2-TZVPD basis set",
  "homo_lumo_gap_ev": 6.636,
  "charge": 1,
  "de_lowest_ev": 0.8696,
  "species": ["W", "C", "C", "N", "N", "C", "N", "S", "C", "C", "C", "C", "C", "N", "H", "H", "H", "H", "H", "H", "H", "H", "H", "H", "C", "C", "O", "P", "O", "O", "O", "P", "O", "O", "O", "H", "H", "H", "H", "H", "H", "H", "Br", "C", "C", "C", "C", "C", "C", "N", "N", "C", "C", "C", "C", "O", "C", "N", "C", "C", "C", "C", "H", "H", "H", "H", "H", "H", "H", "H", "H", "S", "C", "N"],
  "xyz": [[-0.039404, -0.634899, 0.042473], [-0.730896, 3.555772, -1.353100], [-0.871494, 2.171191, -0.822942], [0.081614, 1.286641, -0.854684], [1.245999, 1.695961, -1.492753], [2.421290, 1.280256, -0.982859], [3.522966, 1.610121, -1.654585], [2.445576, 0.409640, 0.452716], [-2.086524, 1.645394, -0.270300], [-3.273024, 2.372865, -0.201650], [-4.413048, 1.760607, 0.261296], [-4.338132, 0.420426, 0.617201], [-3.138956, -0.243842, 0.520370], [-1.999210, 0.350971, 0.115152], [0.279162, 3.926052, -1.190294], [-1.423393, 4.232005, -0.860396], [-0.943904, 3.578753, -2.425252], [1.143007, 1.913168, -2.474366], [3.512263, 2.255996, -2.426865], [4.414985, 1.316044, -1.295109], [-3.296506, 3.399501, -0.532452], [-5.345251, 2.304556, 0.321417], [-5.207139, -0.125727, 0.954852], [-3.078035, -1.292846, 0.741928], [-2.090119, -0.250321, 4.681170], [-0.892613, -1.002627, 4.097683], [-0.251520, -1.806057, 5.093577], [-1.484053, -2.238123, 2.871968], [-3.058597, -2.338347, 2.921999], [-1.065683, -3.662072, 3.399231], [-1.082579, -1.950363, 1.461899], [0.294365, 0.264098, 3.389048], [1.715654, -0.492287, 3.477989], [0.264501, 1.465371, 4.230348], [-0.046451, 0.356248, 1.910886], [-2.744859, -0.941762, 5.210369], [-2.665119, 0.252268, 3.901542], [-1.718101, 0.518161, 5.357438], [-0.054752, -1.245952, 5.854727], [-3.401698, -3.159362, 3.304085], [-0.249399, -3.694519, 3.919732], [2.319203, -0.007316, 4.058988], [-2.074245, -6.933685, 0.661510], [-0.378078, -6.878989, -0.177838], [-0.230967, -6.174211, -1.362986], [1.018630, -6.084468, -1.952983], [2.110621, -6.699632, -1.348040], [1.932528, -7.482615, -0.214323], [0.688065, -7.555893, 0.391556], [3.452185, -6.637140, -1.855202], [4.003392, -5.565884, -2.155567], [3.313342, -4.318882, -1.982812], [3.175585, -3.487217, -3.061976], [2.415171, -2.306342, -2.991156], [1.778262, -1.979442, -1.818527], [1.004450, -0.907019, -1.665815], [1.990252, -2.785407, -0.684012], [1.377905, -2.340264, 0.449541], [1.668210, -2.935254, 1.585903], [2.535297, -4.032110, 1.661415], [3.079228, -4.549003, 0.516825], [2.806762, -3.925613, -0.716300], [-1.083170, -5.685691, -1.814972], [1.132370, -5.523709, -2.869647], [2.780637, -8.013243, 0.198948], [0.546988, -8.139239, 1.290727], [3.622678, -3.778693, -4.003766], [2.289252, -1.684334, -3.867000], [1.247698, -2.519113, 2.487253], [2.759141, -4.454694, 2.630583], [3.742069, -5.403262, 0.551809], [-1.499124, -2.136354, -1.344279], [-1.794165, -0.962950, -2.532105], [-1.937631, -0.060767, -3.241427]],
  "forces_ev_per_a": [[0.51, -0.19, 0.74], [-0.01, 0.02, 0.01], [0.26, -0.02, 0.01], [-0.11, -0.09, -0.28], [-0.02, 0.14, 0.15], [0.03, -0.02, -0.07], [0.01, 0.04, 0.02], [-0.17, -0.06, 0.01], [-0.10, -0.10, 0.05], [0.02, -0.03, -0.02], [-0.01, 0.02, 0.00], [-0.04, -0.02, 0.01], [0.09, 0.00, 0.00], [-0.18, 0.10, 0.01], [0.00, 0.00, 0.00], [0.00, 0.00, 0.00], [-0.01, 0.00, 0.00], [0.01, -0.09, -0.05], [-0.01, 0.01, 0.00], [-0.01, -0.03, 0.00], [0.02, 0.00, 0.00], [-0.01, -0.01, 0.00], [-0.01, 0.01, 0.00], [0.00, 0.00, 0.01], [-0.02, 0.01, -0.03], [-0.02, 0.02, -0.05], [-0.03, 0.02, 0.04], [-0.01, -0.03, 0.03], [-0.09, -0.07, 0.01], [0.19, -0.07, -0.24], [0.20, 0.03, -0.09], [0.01, -0.15, -0.11], [0.08, 0.05, -0.02], [0.01, 0.02, 0.03], [-0.24, 0.30, -0.09], [-0.01, 0.01, -0.01], [0.02, 0.01, -0.02], [0.00, -0.01, 0.02], [0.03, 0.01, 0.02], [0.04, 0.10, 0.01], [-0.13, 0.09, 0.16], [-0.08, -0.08, -0.03], [0.02, 0.00, 0.00], [0.00, -0.01, 0.02], [-0.03, 0.02, -0.02], [-0.02, -0.02, 0.06], [-0.08, 0.01, -0.03], [-0.02, 0.04, -0.04], [-0.02, 0.00, 0.00], [0.29, 0.13, -0.03], [-0.12, -0.21, -0.10], [0.01, -0.05, 0.10], [0.04, -0.15, 0.03], [-0.17, 0.04, 0.04], [0.07, 0.14, -0.22], [-0.02, 0.02, 0.04], [0.01, -0.08, 0.13], [-0.20, 0.06, -0.17], [-0.04, 0.01, -0.05], [0.06, -0.07, -0.02], [0.03, -0.01, 0.07], [-0.14, 0.23, -0.09], [0.00, 0.01, 0.00], [0.04, 0.01, -0.02], [0.01, 0.00, 0.00], [0.00, 0.00, 0.00], [0.01, -0.03, 0.01], [-0.01, 0.02, 0.02], [-0.01, 0.01, -0.03], [0.01, -0.02, -0.01], [0.00, 0.01, 0.04], [-0.01, -0.08, -0.15], [0.16, 0.07, 0.25], [-0.07, -0.05, -0.06]]
}

(2)
{
  "formula": "C26H26Cl2IN6PrS2",
  "method": "ωB97M-V with the def2-TZVPD basis set",
  "homo_lumo_gap_ev": [4.516, 4.945],
  "s2": 2.48,
  "charge": 0,
  "multiplicity": 3,
  "de_lowest_ev": 4.5605,
  "species": ["Pr", "C", "S", "C", "S", "N", "N", "C", "C", "C", "C", "C", "C", "N", "H", "H", "H", "H", "H", "H", "H", "H", "C", "C", "C", "C", "C", "C", "C", "C", "C", "H", "H", "H", "H", "H", "H", "H", "H", "H", "H", "H", "H", "I", "C", "C", "N", "N", "C", "H", "H", "H", "Cl", "C", "C", "C", "C", "C", "Cl", "C", "N", "H", "H", "H"],
  "xyz": [[0.103171, 0.007796, 0.365085], [-5.659228, 2.193514, 1.313149], [-4.423217, 2.710805, 0.087660], [-2.975060, 2.238641, 0.939383], [-2.987378, 0.494867, 1.380879], [-1.853471, 2.911875, 0.891648], [-0.638190, 2.312516, 1.174252], [0.199059, 3.005360, 1.977436], [1.419119, 2.429407, 2.356994], [2.536130, 3.296076, 2.738879], [3.719879, 2.721377, 3.113330], [3.755308, 1.327722, 3.216123], [2.652854, 0.576302, 2.927321], [1.627066, 1.096449, 2.285920], [-6.614627, 2.572687, 0.998186], [-5.536862, 2.476963, 2.317787], [-5.687799, 1.089777, 1.308468], [0.032045, 4.079809, 2.140397], [2.372620, 4.336966, 2.723236], [4.586875, 3.375705, 3.264795], [4.702678, 0.921515, 3.465498], [2.744064, -0.566191, 2.915076], [2.164379, -3.196794, 2.920446], [1.663892, -3.042184, 1.493574], [2.597328, -2.547509, 0.579204], [2.250998, -2.434450, -0.781677], [3.236116, -2.160824, -1.848390], [0.888776, -2.582367, -1.147035], [-0.026226, -3.189941, -0.258937], [-1.371101, -3.694621, -0.775834], [0.371346, -3.367746, 1.089566], [1.416500, -2.778690, 3.612886], [3.126280, -2.651589, 3.018416], [2.423687, -4.269325, 3.194883], [3.614949, -2.374759, 0.972156], [3.641144, -1.134812, -1.788974], [2.767117, -2.305962, -2.821129], [4.140832, -2.917519, -1.790575], [0.646158, -2.511745, -2.187532], [-1.453353, -4.739172, -0.448011], [-1.391428, -3.535874, -1.823509], [-2.161910, -3.151789, -0.319203], [-0.322572, -3.739670, 1.841512], [4.615661, 3.225105, -3.559668], [2.933627, 2.448883, -2.607843], [1.714223, 3.129530, -2.473922], [0.994070, 2.506284, -1.499869], [1.728771, 1.461563, -0.916705], [2.900227, 1.422347, -1.629642], [1.313135, 3.883211, -3.120274], [0.128028, 2.928393, -0.962097], [3.728246, 0.809560, -1.345076], [-4.876086, -1.477704, 0.143164], [-4.190432, -0.740764, -1.254781], [-4.966445, -0.561806, -2.395430], [-4.327195, -0.276654, -3.601130], [-2.919945, -0.300841, -3.587266], [-2.195928, -0.211087, -2.427997], [-0.446515, 0.050454, -2.803371], [-2.852537, -0.337764, -1.186512], [-2.214238, 0.070424, -0.046899], [-6.057636, -0.668188, -2.339392], [-4.947314, -0.261353, -4.539361], [-2.359692, -0.382199, -4.479259]],
  "forces_ev_per_a": [[0.31, 0.70, 1.71], [-0.14, -1.58, -1.25], [-0.24, 1.03, 0.44], [2.31, -0.23, 0.32], [0.38, 0.37, 0.44], [-1.00, 0.24, 0.07], [-1.50, -1.57, -0.28], [0.90, 0.79, -0.56], [0.18, 2.24, 0.14], [-0.33, -1.81, 0.35], [-0.99, 1.61, -0.66], [0.76, -0.29, 0.72], [2.09, -1.81, -1.22], [-2.59, -1.38, -0.49], [-0.39, 0.15, -0.37], [0.74, 0.84, 1.16], [-0.16, 0.44, -0.07], [0.01, -0.42, -0.05], [0.00, 1.08, -0.14], [-0.23, -0.54, 0.16], [0.45, -0.85, 0.52], [-0.25, 1.73, 0.22], [0.32, -0.65, 0.17], [0.58, 0.33, 0.48], [-0.03, -0.35, -0.65], [-0.95, 0.46, 0.97], [2.22, -0.82, -0.31], [0.79, -1.66, 1.03], [0.16, 0.45, 0.29], [1.55, -0.08, 1.43], [-0.15, 0.33, -0.51], [0.44, -0.32, 0.02], [-0.71, -0.21, 0.13], [-0.68, 1.17, -0.37], [-0.51, -0.02, -0.65], [-0.06, -0.63, -0.12], [0.15, 0.14, -0.05], [-1.73, 1.55, -0.04], [-0.23, 0.11, -0.37], [-0.16, 0.16, -0.54], [-0.30, -0.28, -1.03], [-0.90, 0.52, 0.38], [0.00, -0.15, -0.27], [-0.37, -0.37, -0.03], [-0.70, 0.24, 1.00], [0.29, -1.63, 0.39], [0.14, 0.59, 1.06], [0.80, 1.65, -2.15], [-1.75, 1.64, 0.47], [-0.16, 0.46, 0.24], [2.04, -1.48, -1.11], [-0.01, -0.41, 0.18], [-0.60, -0.31, 0.14], [-0.66, 0.16, -0.59], [0.05, -0.06, 0.05], [-0.25, -0.87, -0.46], [-1.35, 0.31, -0.34], [-0.36, -0.47, -1.03], [-0.93, -0.16, 1.25], [0.89, 1.33, 0.82], [0.96, -1.75, -1.01], [0.57, -0.11, 0.00], [1.03, 0.10, 1.02], [0.25, 0.33, -1.04]]
}

- Number 1 is which compound?
  C26H26BrN8O8P2S2W